[1]
Here is C23H39Cl2N4O4Yb as an isolated structure at a distorted geometry from OMol25. Energies are from ωB97M-V/def2-TZVPD.

```
73
Properties=species:S:1:pos:R:3:lowdin_spin:R:1
O 0.1687 0.2495 -4.7399 0.000
C -0.5239 0.5122 -5.7100 0.000
C -0.2920 1.6499 -6.6616 0.000
C 0.8322 2.4731 -6.4836 0.000
H 1.5604 2.2346 -5.6993 0.000
C 1.0063 3.5975 -7.2995 0.000
H 1.8723 4.2428 -7.1467 0.000
C 0.0701 3.8963 -8.3043 0.000
H 0.2000 4.7879 -8.9281 0.000
C -1.0283 3.0457 -8.5065 0.000
H -1.7480 3.2668 -9.2976 0.000
C -1.2068 1.9203 -7.6945 0.000
H -2.0518 1.2436 -7.8418 0.000
H -1.4116 -0.1141 -5.9581 0.000
C -2.6606 2.1636 -0.7584 0.118
C -2.7763 1.3291 0.4029 0.571
H -3.5061 2.8560 -0.8582 0.040
H -2.5985 1.5367 -1.6718 0.014
H -1.7063 2.7275 -0.7056 0.005
C -3.1554 0.7148 1.4798 0.108
C -4.3249 1.0600 2.4104 0.048
H -2.6309 -0.1881 1.8584 0.035
H -4.9517 1.8398 1.9703 0.000
H -3.9680 1.4265 3.3866 0.000
H -4.9450 0.1658 2.5800 0.002
Yb 0.0459 0.1149 0.4810 0.041
Cl 1.3381 2.3746 0.1384 0.001
Cl -0.4948 -0.4794 -2.0057 0.008
H 3.4801 0.0814 -3.0503 0.000
H 5.3549 1.1552 -1.5176 0.000
C 2.8066 0.2447 -2.1939 0.000
C 4.5664 1.2222 -0.7548 0.000
N 3.5850 0.1634 -0.9530 0.001
H 1.9794 -0.4796 -2.2115 0.000
C 3.2162 -0.5733 0.1110 0.001
O 2.0517 -0.9656 0.3611 0.000
H 5.0083 1.1052 0.2465 0.000
H 4.0570 -0.8120 0.7971 0.000
H 2.3747 1.2529 -2.2632 0.000
H 4.0495 2.1928 -0.8249 0.000
H -1.6084 -5.3508 1.5913 0.000
H -0.4847 -5.8628 -0.7124 0.000
C -2.1456 -4.5440 1.0747 0.000
C -1.0431 -5.0027 -1.1137 0.000
N -1.3568 -4.0506 -0.0495 0.000
H -2.2982 -3.7003 1.7511 0.000
C -0.8759 -2.8069 0.0022 0.000
O -0.9605 -2.0459 0.9931 0.001
H -0.4372 -4.5181 -1.8849 0.000
H -0.3894 -2.4199 -0.9238 0.000
H -3.1100 -4.9267 0.7135 0.000
H -1.9616 -5.3891 -1.5791 0.000
C 2.4681 0.9900 3.5248 0.000
N 1.5656 0.2452 4.3796 0.000
C 2.0502 0.0233 5.7216 0.000
C 1.0276 -0.6287 6.6225 0.000
C 0.0416 -1.4586 5.8257 0.000
N -0.5542 -0.5608 4.8580 0.000
C -1.9787 -0.5850 4.6092 0.002
C 0.2878 0.0251 3.9553 0.000
O -0.0798 0.3512 2.7982 0.000
H 1.9816 1.8485 3.0412 0.000
H 2.8700 0.3582 2.7198 0.000
H 3.3017 1.3512 4.1395 0.000
H 2.9512 -0.6025 5.6634 0.000
H 2.3570 0.9877 6.1458 0.000
H 0.4654 0.1572 7.1420 0.000
H 1.5367 -1.2268 7.3856 0.000
H -0.7582 -1.8752 6.4426 0.000
H 0.5847 -2.2824 5.3338 0.000
H -2.2671 -1.3674 3.8942 0.001
H -2.5168 -0.7425 5.5536 0.000
H -2.3061 0.3751 4.1982 0.001
```

Results
E_tot in Eh: -3498.93974
LUMO (alpha / beta) in eV: 0.49 / 0.48
Energy relative to the best compared isomer or geometry (same formula, charge and spin) in kcal/mol: 1.0
Spin multiplicity: 2
Orbital gap (alpha / beta) in Ha: 0.2149 / 0.2125
Total charge: 0

---

[2]
Here is one molecule with the formula C13H11N3O3 at a distorted geometry from OMol25. Energies are from ωB97M-V/def2-TZVPD.

```
30
Properties=species:S:1:pos:R:3:lowdin_charge:R:1
O 1.5798 -2.1187 -2.8602 0.087
C 0.6053 -1.4234 -2.6407 -0.272
C 0.4136 -0.6439 -1.3236 -0.099
C 1.2535 -0.6767 -0.2557 -0.059
C 1.0170 -0.0441 0.9094 -0.015
C -0.0903 0.7845 1.2220 -0.153
N -0.1836 1.5444 2.3941 -0.026
C -0.5411 2.8650 2.4549 -0.126
N -0.2208 3.4189 3.5782 0.173
C 0.5088 2.3793 4.2531 -0.178
N 1.0097 2.4195 5.5400 -0.389
O 1.7626 1.5370 5.8823 0.070
O 0.7581 3.3412 6.2862 0.095
C 0.4053 1.2028 3.5132 0.011
C -1.0297 0.8821 0.1603 0.026
C -0.7922 0.1192 -1.0379 0.030
C -0.5226 -1.6522 -3.6145 -0.277
C -1.2347 -2.9804 -3.8274 -0.060
C -0.2970 -2.3681 -4.8746 -0.088
H 2.1422 -1.3156 -0.3231 0.136
H 1.7797 -0.1864 1.6885 0.124
H -1.0305 3.4049 1.6596 0.139
H 0.6066 0.2592 4.0202 0.159
H -1.8959 1.3654 0.2921 0.066
H -1.5448 0.2048 -1.8123 0.098
H -1.2690 -0.9636 -3.4996 0.082
H -0.8453 -3.6752 -3.0476 0.121
H -2.2971 -2.9877 -4.0092 0.094
H -0.7566 -1.8779 -5.7443 0.113
H 0.7090 -2.8141 -4.9833 0.117
```

Results
E_tot in Eh: -891.78117
LUMO in eV: -0.79
Energy relative to the best compared isomer or geometry (same formula, charge and spin) in kcal/mol: 66.2
Orbital gap in Ha: 0.3272
SMILES string: O=C(c1ccc(-n2cnc([N+](=O)[O-])c2)cc1)C1CC1
Total charge: 0

---

[3]
Here is a 9-piece molecular cluster, C62H136F18N6P3 overall at a distorted geometry from OMol25. Energies are from ωB97M-V/def2-TZVPD.

```
225
Properties=species:S:1:pos:R:3:lowdin_charge:R:1
C 12.8136 13.9450 22.2363 -0.095
C 13.8092 14.0275 23.4117 -0.238
C 15.0455 14.8811 23.0317 -0.160
C 14.7048 16.3101 22.4967 -0.125
N 15.8895 17.1585 22.3439 -0.281
C 15.4597 18.5065 21.9311 -0.140
C 16.5811 19.1249 21.1913 -0.112
C 17.4422 17.9368 20.6336 -0.095
C 16.8199 16.6690 21.2136 -0.072
C 16.7219 17.2975 23.5682 0.035
H 11.9217 13.3858 22.5280 0.074
H 13.0921 13.5131 21.2721 0.076
H 12.4004 14.9175 22.0282 0.062
H 14.0618 13.0171 23.7332 0.087
H 13.3843 14.5260 24.3045 0.116
H 15.5432 14.2859 22.2682 0.107
H 15.6370 14.9294 24.0135 0.120
H 13.9866 16.8255 23.1966 0.166
H 14.2470 16.2565 21.5510 0.102
H 15.0669 18.9880 22.8054 0.141
H 14.5758 18.3891 21.3474 0.135
H 17.1423 19.7579 21.8474 0.108
H 16.1604 19.7167 20.3755 0.130
H 18.4200 17.9668 21.0728 0.101
H 17.5573 17.8297 19.5735 0.105
H 17.6127 16.0134 21.6617 0.124
H 16.1652 16.1145 20.5510 0.087
H 15.9977 17.3337 24.4400 0.142
H 17.3150 18.2028 23.5343 0.114
H 17.3111 16.4242 23.6666 0.072
C 14.9494 9.5135 23.8124 -0.085
C 16.1145 10.2038 23.0991 -0.268
C 16.3504 9.8993 21.6014 -0.152
C 17.4560 10.8264 21.1213 -0.100
N 17.9842 10.5250 19.7087 -0.263
C 18.6512 9.2979 19.6408 -0.173
C 19.4407 9.3634 18.3439 -0.087
C 19.8546 10.9311 18.2906 -0.095
C 18.9772 11.6401 19.3376 -0.067
C 16.8243 10.5942 18.7802 0.022
H 14.9564 9.9173 24.8260 0.057
H 15.0761 8.4250 23.8985 0.070
H 14.0159 9.7196 23.2400 0.091
H 17.0312 10.1014 23.7013 0.096
H 16.0003 11.3031 23.0743 0.099
H 15.3947 10.0393 21.0671 0.133
H 16.6751 8.8500 21.5644 0.113
H 18.3281 10.7377 21.7026 0.102
H 17.1942 11.8703 21.0450 0.126
H 17.8855 8.4764 19.6503 0.135
H 19.3696 9.1693 20.4798 0.158
H 18.7651 9.1371 17.4975 0.088
H 20.2573 8.6610 18.3933 0.114
H 19.5958 11.3268 17.2953 0.103
H 20.9073 11.0690 18.4068 0.090
H 18.4231 12.5011 19.0361 0.094
H 19.5758 11.9351 20.2074 0.125
H 17.1746 10.7796 17.7854 0.101
H 16.1743 11.4018 19.0048 0.078
H 16.2561 9.6979 18.8414 0.073
C 18.3525 10.1187 14.4627 -0.085
C 17.7319 11.4916 14.1597 -0.240
C 16.2949 11.5849 13.6497 -0.164
C 15.2947 11.3560 14.7828 -0.135
N 13.8428 11.4714 14.5078 -0.214
C 13.4844 10.6156 13.2460 -0.049
C 13.4378 11.6641 12.1464 -0.165
C 12.7633 12.8872 12.7784 -0.125
C 13.4785 12.8932 14.1196 -0.090
C 13.1026 11.0847 15.7229 -0.134
C 13.4859 9.7172 16.3546 -0.235
C 12.3391 9.2851 17.2411 -0.089
H 17.9754 9.2659 13.8708 0.092
H 18.0244 9.8681 15.4364 0.013
H 19.4415 10.1391 14.4442 0.079
H 18.4119 11.9795 13.4472 0.113
H 17.7759 12.0994 15.0715 0.096
H 16.1031 10.8344 12.8846 0.109
H 16.2862 12.6080 13.2249 0.128
H 15.5057 11.9394 15.6648 0.123
H 15.3961 10.3345 15.1725 0.123
H 12.4944 10.2633 13.4344 0.123
H 14.2048 9.7795 13.1247 0.148
H 12.7520 11.3745 11.3106 0.136
H 14.4021 11.7597 11.6076 0.122
H 11.6490 12.7481 12.8482 0.141
H 12.8758 13.7798 12.2144 0.111
H 12.8309 13.2434 14.9659 0.145
H 14.3795 13.4873 14.0796 0.127
H 12.0346 10.9714 15.4748 0.143
H 13.2783 11.8912 16.4591 0.135
H 14.4365 9.7423 16.9807 0.116
H 13.5273 8.9622 15.5859 0.103
H 12.1823 10.0052 18.0279 0.079
H 12.6001 8.3497 17.7357 0.078
H 11.4993 9.1552 16.5948 0.075
C 19.4784 7.4755 29.8324 -0.116
C 18.2940 7.7605 28.9291 -0.251
C 18.7669 8.4684 27.6523 -0.172
C 19.2347 9.8615 28.1084 -0.166
N 19.7050 10.7476 27.0740 -0.193
C 20.4539 10.0674 25.8857 -0.055
C 21.8656 9.8042 26.4662 -0.113
C 22.0875 10.9199 27.5378 -0.129
C 20.7486 11.6730 27.5996 -0.100
C 18.4503 11.4119 26.4463 -0.143
C 17.4241 12.0479 27.2661 -0.223
C 16.3216 12.7429 26.4125 -0.056
H 20.2665 6.8610 29.3882 0.084
H 19.1073 6.8183 30.6553 0.094
H 19.8616 8.3758 30.3525 0.079
H 17.5027 8.2297 29.4883 0.113
H 17.9729 6.7523 28.6436 0.115
H 17.8731 8.7229 26.9640 0.137
H 19.5130 7.8725 27.1058 0.113
H 19.9697 9.6916 28.8499 0.105
H 18.3067 10.2808 28.5442 0.126
H 20.4136 10.7318 25.0215 0.113
H 19.9238 9.1389 25.5946 0.123
H 22.6837 9.9612 25.7892 0.108
H 21.9072 8.8315 26.9536 0.111
H 22.8735 11.6952 27.1789 0.150
H 22.3967 10.4991 28.5133 0.118
H 20.8418 12.3930 26.8217 0.104
H 20.5815 12.0360 28.6132 0.150
H 17.9297 10.6161 25.9309 0.116
H 18.9067 12.1091 25.7282 0.105
H 17.9212 12.7934 27.9268 0.131
H 16.9174 11.3641 28.0393 0.136
H 16.7611 13.1611 25.5434 0.047
H 15.8031 13.4838 27.0227 0.088
H 15.5166 12.0882 26.1618 0.057
C 17.6818 5.7006 22.8078 -0.106
C 17.1141 5.2648 21.4813 -0.285
C 16.6100 3.8910 21.5818 -0.211
C 16.0811 3.3976 20.2831 -0.184
N 15.7979 1.9601 20.3415 -0.224
C 16.9122 1.0587 20.7179 -0.102
C 16.7078 -0.2950 19.9363 -0.111
C 15.6445 0.0466 18.8880 -0.142
C 15.5332 1.5707 18.8635 -0.044
C 14.5790 1.7385 21.2169 -0.110
C 13.4854 2.7823 21.0842 -0.238
C 12.1210 2.1857 21.3860 -0.105
H 18.2596 4.8460 23.2468 0.092
H 16.8556 5.8544 23.5248 0.078
H 18.2757 6.5960 22.6328 0.062
H 17.9227 5.3502 20.7315 0.125
H 16.3536 5.9594 21.0954 0.120
H 15.8424 3.8024 22.3149 0.112
H 17.4473 3.2406 21.8795 0.123
H 16.7511 3.5776 19.4739 0.123
H 15.2433 4.0140 19.9057 0.122
H 16.9261 1.0089 21.8699 0.158
H 17.8814 1.4762 20.3162 0.153
H 16.5798 -1.1626 20.5884 0.122
H 17.7034 -0.3616 19.4494 0.121
H 14.6614 -0.2696 19.2384 0.108
H 15.7944 -0.4534 17.9597 0.117
H 14.6013 1.9747 18.5054 0.142
H 16.4229 1.9150 18.3664 0.136
H 14.8617 1.6162 22.3071 0.162
H 14.1196 0.8005 20.9737 0.115
H 13.3864 3.1399 20.0371 0.124
H 13.5839 3.6444 21.7450 0.117
H 11.9068 1.7481 22.3813 0.093
H 11.8673 1.3767 20.6545 0.092
H 11.3119 2.8805 21.1728 0.078
C 20.2528 15.3909 17.3435 -0.085
C 20.9504 14.7924 18.5517 -0.263
C 22.2271 15.6104 18.8435 -0.161
C 22.9428 14.9655 20.0805 -0.174
N 24.2574 15.3344 20.5072 -0.227
C 25.3230 15.1200 19.4478 -0.072
C 26.4650 14.5324 20.2363 -0.147
C 25.7962 13.6220 21.2444 -0.152
C 24.6423 14.4484 21.7297 -0.062
C 24.2577 16.7697 20.8282 -0.169
C 23.3407 17.1651 21.9526 -0.239
C 23.7566 18.5504 22.3487 -0.094
H 19.3482 14.8426 17.0720 0.069
H 20.9490 15.3699 16.5593 0.057
H 20.0433 16.4247 17.5262 0.074
H 21.2476 13.6739 18.4927 0.127
H 20.2769 14.8822 19.4248 0.108
H 22.0009 16.7061 18.9207 0.130
H 22.8478 15.4992 17.8969 0.132
H 22.9887 13.8818 19.8508 0.146
H 22.2813 15.0185 20.9216 0.103
H 25.5847 16.1102 18.9994 0.152
H 24.8722 14.5143 18.6424 0.144
H 27.0150 15.2743 20.7831 0.120
H 27.1970 14.0704 19.6093 0.124
H 26.4369 13.2881 22.1010 0.146
H 25.5013 12.7091 20.7335 0.120
H 25.0090 15.0699 22.5307 0.129
H 23.7795 13.8918 22.1475 0.146
H 24.1329 17.3148 19.8872 0.143
H 25.2916 16.9699 21.0901 0.138
H 23.4206 16.4803 22.7974 0.111
H 22.3133 17.0660 21.6134 0.112
H 24.7448 18.5345 22.9061 0.106
H 23.0605 19.0598 23.0524 0.092
H 23.9080 19.1771 21.4447 0.091
P 15.7488 14.4581 18.1315 0.237
F 16.6759 13.9106 19.4487 -0.219
F 14.8663 13.0834 18.2103 -0.193
F 14.7080 15.0692 19.2913 -0.192
F 14.8760 14.6864 16.8034 -0.143
F 16.4049 15.9121 17.9986 -0.124
F 16.9107 13.7674 17.2838 -0.157
P 16.0520 6.6563 17.4456 0.201
F 16.6299 5.7088 16.3424 -0.104
F 14.6496 6.7923 16.5854 -0.158
F 15.4739 5.3342 18.2650 -0.192
F 15.4990 7.5946 18.6952 -0.206
F 17.3951 6.5014 18.2804 -0.160
F 16.6764 8.0667 16.8692 -0.181
P 20.0139 13.7622 23.4504 0.161
F 19.2067 14.5467 24.6039 -0.146
F 20.9873 13.1269 24.6169 -0.178
F 19.0721 12.4261 23.4772 -0.167
F 20.9009 13.1195 22.2782 -0.166
F 19.1241 14.3728 22.2930 -0.143
F 21.0518 15.0355 23.4393 -0.181
```

Results
E_tot in Eh: -5593.91952
LUMO in eV: -4.57
Orbital gap in Ha: 0.4159
Total charge: +3